# 1
The following is a quantum chemistry calculation of C5H6N2O4 in the gas phase, from OMol25.

Output
ΔE to the lowest compared entry with this formula, charge and spin ... 15.5 kcal/mol
SMILES string ... O=C1C[C@H](C(=O)O)NC(=O)N1

Each line ends with the natural charge from an NBO analysis.
Positions of all 17 atoms, in Å:
O -2.01866 0.89157 -1.94406  -0.555
C -1.32424 0.62762 -0.99732  0.705
C 0.02211 1.31473 -0.53146  -0.524
C 0.58857 0.41637 0.59663  -0.177
C 1.49446 -0.71536 0.00735  0.763
O 1.44261 -1.94707 0.38512  -0.537
O 2.49925 -0.46717 -1.10411  -0.710
N -0.29826 -0.09700 1.63059  -0.625
C -1.22963 -0.95440 1.05545  0.803
O -1.70845 -1.99767 1.48556  -0.574
N -1.59579 -0.57133 -0.27243  -0.696
H 0.57230 1.38718 -1.57421  0.276
H -0.31315 2.29973 -0.19528  0.257
H 1.30971 1.07187 1.17151  0.253
H 2.68232 0.55368 -1.26130  0.481
H 0.09124 -0.69741 2.36891  0.431
H -2.21437 -1.11532 -0.82096  0.429


# 2
The following is a quantum chemistry calculation of a molecular structure, C5H6N2O4STi, from OMol25.

Output
ΔE to the lowest compared entry with this formula, charge and spin ... 7.0 kcal/mol
⟨S²⟩ ... 0.76
Spin multiplicity ... 2
Net charge ... +3

Each line ends with the natural charge from an NBO analysis.
Positions of all 19 atoms, in Å:
Ti 0.13248 0.29441 -0.11165  0.468
O 2.00044 -2.21006 -0.84316  -0.192
C 1.40208 -1.28024 -0.50259  0.533
C -1.85433 0.69448 0.12215  0.531
O -3.00591 0.87239 0.11976  -0.189
C -0.21407 -0.82579 1.68177  0.550
O -0.57900 -1.62612 2.41617  -0.193
C -0.15884 0.33767 -2.05437  0.524
O -0.28953 0.46033 -3.19249  -0.167
H -0.83866 -1.83477 -0.91406  0.046
H -1.52595 -1.49225 -0.80152  0.090
N 1.48750 3.72022 2.24419  -0.680
C 2.03168 2.72191 1.51794  0.378
N 3.31128 2.38970 1.79907  -0.685
S 1.27385 2.25167 -0.01327  0.158
H 1.88840 4.02856 3.12965  0.464
H 0.58085 4.09429 2.02339  0.450
H 3.76905 1.72556 1.19215  0.443
H 3.77647 2.67244 2.67359  0.472


# 3
The following is a quantum chemistry calculation of C5H6N2S in the gas phase, from OMol25.

Output
ΔE to the lowest compared entry with this formula, charge and spin ... 110.5 kcal/mol

Each line ends with the natural charge from an NBO analysis.
Positions of all 14 atoms, in Å:
C 0.33051 -1.79749 -0.08553  -0.249
C -0.58805 -0.86902 0.25105  0.015
C 2.05409 -0.20507 0.03639  0.227
C -1.79967 1.72530 -0.38569  -0.449
C -0.94699 1.47197 0.56539  -0.012
N 1.68742 -1.41120 -0.07657  -0.550
N -0.16804 0.34862 0.57181  -0.524
S 3.13488 0.93144 -0.07105  0.132
H 0.18950 -2.78978 -0.44053  0.211
H -1.60344 -0.92913 0.20481  0.200
H -2.31819 2.54930 -0.51126  0.194
H -1.88652 0.83260 -1.02844  0.179
H -0.44698 2.27346 1.12467  0.188
H 2.36148 -2.13099 -0.15505  0.437


# 4
The following is a quantum chemistry calculation of C5H6N2S in the gas phase, from OMol25.

Output
ΔE to the lowest compared entry with this formula, charge and spin ... 76.6 kcal/mol
SMILES string ... CC1=NN=CSC=C1

Each line ends with the natural charge from an NBO analysis.
Positions of all 14 atoms, in Å:
C 2.67536 -0.20397 -0.44661  -0.636
C 1.34040 0.00736 0.00628  0.229
N 0.95275 1.22058 -0.11757  -0.258
N -0.25758 1.68898 0.39646  -0.231
C -1.38842 1.12409 0.31642  -0.074
S -1.71869 -0.41840 -0.54742  0.215
C -0.63563 -1.48366 0.30848  -0.337
C 0.63935 -1.14077 0.66156  -0.276
H 2.72700 -1.07612 -1.18567  0.226
H 3.12932 0.65922 -0.75106  0.240
H 3.21412 -0.46392 0.45978  0.221
H -2.31106 1.51200 0.85075  0.218
H -1.04980 -2.39630 0.80846  0.226
H 1.13688 -1.72577 1.54752  0.237


# 5
The following is a quantum chemistry calculation of C5H6N2S in the gas phase, from OMol25.

Output
ΔE to the lowest compared entry with this formula, charge and spin ... 71.3 kcal/mol
SMILES string ... c1[nH]cc2c1CSN2

Each line ends with the natural charge from an NBO analysis.
Positions of all 14 atoms, in Å:
C -1.29097 -0.91006 0.19529  -0.064
N -1.99869 0.25471 0.26665  -0.482
C -1.17024 1.33154 0.09091  -0.119
C 0.06984 0.82178 -0.05340  0.117
C -0.00817 -0.55845 -0.06014  -0.160
C 1.25567 -1.29814 -0.37483  -0.507
S 2.56090 -0.13448 0.22055  0.330
N 1.72625 1.29955 -0.36169  -0.741
H -1.64661 -1.86060 0.32295  0.211
H -2.85445 0.44036 0.70188  0.406
H -1.45323 2.29607 0.19495  0.211
H 1.49449 -2.18543 0.02467  0.222
H 1.21452 -1.48684 -1.40923  0.214
H 2.10069 1.98999 0.24145  0.362


# 6
The following is a quantum chemistry calculation of C5H6N2S2 in the gas phase, from OMol25.

Output
ΔE to the lowest compared entry with this formula, charge and spin ... 27.6 kcal/mol
⟨S²⟩ ... 2.01
Spin multiplicity ... 3

Each line ends with the natural charge from an NBO analysis.
Positions of all 15 atoms, in Å:
C 0.95707 0.78544 0.52799  -0.154
C -0.07494 1.55362 0.73980  -0.428
C 1.97780 -1.06130 -0.60655  0.469
C 1.19453 -0.01365 -0.61328  -0.478
C -2.16328 0.48724 -0.55405  -0.282
N 3.00434 -1.74037 -0.43189  -0.599
N -2.00178 -0.50752 0.27704  -0.739
S -1.29241 1.97908 -0.48375  0.323
S -2.50885 -2.13062 0.23537  0.217
H 1.68789 0.71044 1.36985  0.220
H -0.09078 2.11019 1.64318  0.224
H 0.68228 0.33153 -1.50851  0.263
H -2.86526 0.37174 -1.36259  0.210
H 2.89026 -2.65263 -0.17948  0.369
H -1.39688 -0.22320 0.94686  0.385


# 7
The following is a quantum chemistry calculation of a gas-phase ion, C5H6N3O2S (charge -1), from OMol25.

Output
ΔE to the lowest compared entry with this formula, charge and spin ... 26.7 kcal/mol
SMILES string ... C[C@](S)(C(=O)[O-])n1cncn1
Net charge ... -1

Each line ends with the natural charge from an NBO analysis.
Positions of all 17 atoms, in Å:
C 0.60068 -1.55408 0.85665  -0.631
C 0.70167 -0.37188 -0.10662  -0.116
S 1.30849 -0.74538 -1.79295  -0.138
C 1.66403 0.96609 0.53762  0.820
O 1.46565 1.20431 1.71070  -0.720
O 2.39642 1.38459 -0.31760  -0.737
N -0.64821 0.09338 -0.17718  -0.214
C -0.96004 1.31550 -0.59952  0.203
N -2.31797 1.46766 -0.60102  -0.529
C -2.75518 0.29011 -0.22203  0.133
N -1.81813 -0.61707 0.08009  -0.331
H 0.41247 -1.18120 1.89045  0.234
H -0.13221 -2.12328 0.44301  0.213
H 1.60153 -2.02151 0.85828  0.203
H 2.46079 -0.04899 -1.57253  0.197
H -0.16865 2.02846 -0.89374  0.231
H -3.81135 -0.08668 -0.09363  0.181


# 8
The following is a quantum chemistry calculation of a gas-phase ion, C5H6N3O4S (charge -1), from OMol25.

Output
ΔE to the lowest compared entry with this formula, charge and spin ... 0.0 kcal/mol
SMILES string ... NC(=O)/N=N/C=C\C=C\S(=O)(=O)[O-]
Net charge ... -1

Each line ends with the natural charge from an NBO analysis.
Positions of all 19 atoms, in Å:
N 0.00244 -2.75326 0.17906  -0.836
C -1.11007 -2.31002 -0.39045  0.743
O -2.09121 -2.95731 -0.58222  -0.634
N -0.96463 -0.93925 -0.69678  -0.232
N -1.81110 -0.09106 -0.27227  -0.143
C -1.73325 1.19539 -0.11284  -0.089
C -0.60334 1.84496 0.39134  -0.224
C 0.64584 1.27121 0.44522  -0.316
C 1.07691 0.36858 -0.53242  -0.416
S 2.72244 -0.31069 -0.07803  2.386
O 2.36738 -1.61261 0.55590  -1.028
O 3.58714 -0.40538 -1.25486  -0.999
O 3.29104 0.59915 0.87416  -1.007
H 0.94876 -2.34302 0.05773  0.456
H -0.06423 -3.63477 0.68699  0.388
H -2.74630 1.62021 0.05742  0.197
H -0.64682 2.76164 0.99721  0.209
H 1.53306 1.45010 1.12005  0.277
H 0.37834 0.30836 -1.43210  0.267


# 9
The following is a quantum chemistry calculation of C5H6N4O2 in the gas phase, from OMol25.

Output
ΔE to the lowest compared entry with this formula, charge and spin ... 18.1 kcal/mol
⟨S²⟩ ... 2.04
Spin multiplicity ... 3

Each line ends with the natural charge from an NBO analysis.
Positions of all 17 atoms, in Å:
C 1.74874 -2.25256 0.06435  -0.094
C 0.42656 -1.83071 0.12944  -0.033
C 1.86940 -0.09130 -0.42137  0.467
C 0.67896 2.28002 0.62415  -0.473
C -0.90186 -0.01526 -0.55710  0.903
N 2.54465 -1.20584 -0.39191  -0.418
N 2.21300 1.15892 -0.65394  -0.122
N 1.72398 2.24145 -0.32864  -0.058
N 0.29638 -0.53262 -0.21044  -0.498
O -1.88796 -0.95236 -0.55936  -0.702
O -1.05604 1.09391 -0.93151  -0.604
H 2.18158 -3.23483 0.30608  0.227
H -0.44637 -2.58105 0.40322  0.251
H 0.48776 3.29028 1.03675  0.214
H 0.77665 1.67942 1.54814  0.190
H -2.76024 -0.58966 -0.52393  0.508
H -0.14213 2.08054 0.15710  0.242


# 10
The following is a quantum chemistry calculation of a gas-phase ion, C5H6NO (charge -1), from OMol25.

Output
ΔE to the lowest compared entry with this formula, charge and spin ... 32.4 kcal/mol
SMILES string ... C=C1C[C@@H]1/C=N/[O-]
Net charge ... -1

Each line ends with the natural charge from an NBO analysis.
Positions of all 13 atoms, in Å:
C -1.38780 1.03001 0.17757  -0.430
C -0.35677 0.29773 -0.19024  0.039
C -0.08405 -1.12693 -0.13552  -0.495
C 0.91630 -0.04334 -0.75481  -0.253
C 2.22272 0.23023 0.00599  -0.211
N 3.42312 -0.16050 -0.29489  -0.093
O 4.43790 0.21873 0.40713  -0.670
H -2.22898 0.54434 0.64663  0.186
H -1.43599 2.06290 -0.04969  0.182
H -0.56450 -1.82716 -0.76222  0.191
H 0.26168 -1.72424 0.72713  0.216
H 0.87084 -0.15198 -1.82355  0.215
H 2.21072 0.99546 0.85817  0.124


no.,strongest force on any atom (eV/Å),total energy (eV)
1,7.10,-16451.9622
2,8.89,-50368.7416
3,4.95,-19093.2204
4,4.05,-19094.6911
5,4.84,-19094.9193
6,5.88,-29927.3139
7,4.32,-24684.0884
8,4.84,-28776.5149
9,6.98,-15332.3876
10,2.19,-8815.9444